Record 1
{"formula": "CH7N6", "method": "wB97M-V/def2-TZVPD", "spin_multiplicity": 1, "total_charge": 1, "de_lowest_ev": 3.584, "max_force_ev_per_a": 4.37, "smiles": "[H]/N=C(N)\\[N+](N)=N\\N", "symbols": ["C", "N", "N", "N", "N", "N", "N", "H", "H", "H", "H", "H", "H", "H"], "positions_angstrom": [[-0.149, 0.356, 1.446], [-0.347, -0.602, 2.176], [-0.747, -0.016, -2.179], [-0.573, 0.413, -1.042], [-0.222, 1.705, 1.510], [0.228, -0.033, -0.202], [0.847, -1.264, -0.366], [-0.109, -1.541, 2.095], [-1.380, 0.495, -2.751], [-0.345, 2.016, 2.452], [0.466, 2.311, 0.945], [0.876, -1.631, -1.443], [1.781, -1.401, 0.008], [-0.327, -0.805, -2.649]], "nbo_charge": [0.65, -0.63, -0.50, 0.10, -0.81, -0.03, -0.68, 0.42, 0.42, 0.43, 0.44, 0.38, 0.42, 0.38]}

Record 2
{"formula": "CH7N6", "method": "wB97M-V/def2-TZVPD", "spin_multiplicity": 1, "total_charge": 1, "de_lowest_ev": 2.598, "max_force_ev_per_a": 5.31, "symbols": ["C", "N", "N", "N", "N", "N", "N", "H", "H", "H", "H", "H", "H", "H"], "positions_angstrom": [[0.511, -0.750, 0.403], [-2.214, 1.311, 2.007], [-3.077, 1.996, 1.962], [1.332, -0.637, -0.416], [-3.809, 2.897, 2.042], [-0.450, -0.788, 1.307], [2.867, -1.126, -2.429], [2.165, -0.739, -1.764], [-4.793, 2.759, 1.745], [-1.047, -1.533, 1.395], [-0.979, 0.103, 1.707], [3.017, -0.243, -2.874], [2.870, -1.757, -3.214], [3.608, -1.492, -1.870]], "nbo_charge": [0.60, -0.18, 0.31, -0.57, -0.47, -0.87, -0.91, 0.48, 0.40, 0.42, 0.46, 0.44, 0.45, 0.44]}

Record 3
{"formula": "CH7NO", "method": "wB97M-V/def2-TZVPD", "spin_multiplicity": 1, "de_lowest_ev": 9.416, "max_force_ev_per_a": 7.71, "symbols": ["O", "H", "C", "N", "H", "H", "H", "H", "H", "H"], "positions_angstrom": [[-0.635, -1.662, -0.797], [-1.631, -1.910, -0.909], [0.558, 1.129, 0.967], [0.408, 0.710, -0.374], [-0.841, -0.089, 1.952], [1.055, 1.603, 1.656], [-0.938, 0.218, 2.670], [-0.188, -0.185, -0.437], [1.378, 0.467, -0.693], [0.038, 1.443, -1.048]], "nbo_charge": [-1.23, 0.44, 0.06, -0.82, 0.02, 0.17, -0.02, 0.50, 0.41, 0.48]}